Entry 1:
The following is a quantum chemistry calculation of the molecule C4H7NO, from the Open Molecules 2025 dataset.

Last column: Mulliken charge in e.
Cartesian coordinates (Å):
H (2.01, -0.17, 0.58)  0.300
C (-0.51, -0.48, 0.35)  0.142
H (2.22, -0.12, -1.18)  0.264
C (1.71, 0.35, -0.34)  -0.788
H (0.00, -0.97, 1.18)  0.365
H (2.06, 1.39, -0.27)  0.304
H (-0.10, 1.49, 1.24)  0.305
O (-2.02, -2.32, 0.16)  -0.477
H (-1.42, 1.55, -0.05)  0.237
N (0.28, 0.33, -0.57)  -0.303
C (-0.57, 1.01, 0.38)  -0.376
C (-1.62, -1.26, -0.28)  -0.292
H (-2.04, -0.80, -1.19)  0.318

Summary:
Energy = -286.5475 Ha
2S+1 = 1
SMILES = CN1C[C@H]1C=O
Energy relative to the best compared isomer or geometry (same formula, charge and spin) = 52.8 kcal per mole
HOMO-LUMO gap = 10.5 eV
Strongest force on any atom = 0.5 eV/Å

---

Entry 2:
The following is a quantum chemistry calculation of the molecule C4H7NO at a distorted geometry, from the Open Molecules 2025 dataset.

Last column: Mulliken charge in e.
Cartesian coordinates (Å):
H (-1.39, -0.82, 1.25)  0.355
H (-2.26, 0.18, 0.06)  0.334
N (0.83, -1.21, -0.31)  -0.139
H (2.31, 0.45, 0.05)  0.293
H (-0.10, 1.93, -0.15)  0.311
C (0.45, 1.05, 0.21)  -0.616
H (0.31, 0.98, 1.30)  0.334
H (-1.90, -1.52, -0.30)  0.336
C (1.98, -1.42, -0.17)  -0.197
C (-0.19, -0.20, -0.44)  0.455
C (-1.51, -0.62, 0.18)  -1.237
O (1.79, 1.25, -0.15)  -0.457
H (-0.32, -0.03, -1.52)  0.228

Summary:
Energy = -286.5532 Ha
2S+1 = 1
Energy relative to the best compared isomer or geometry (same formula, charge and spin) = 49.2 kcal per mole
HOMO-LUMO gap = 11.5 eV
Strongest force on any atom = 1.0 eV/Å

---

Entry 3:
The following is a quantum chemistry calculation of the molecule C4H7NO at a distorted geometry, from the Open Molecules 2025 dataset.

Last column: Mulliken charge in e.
Cartesian coordinates (Å):
H (2.09, -0.20, -0.76)  0.313
O (1.48, -0.09, 1.22)  -0.486
H (-0.98, -0.51, 1.33)  0.265
H (1.86, 0.84, 1.12)  0.399
C (-1.62, 1.02, 0.08)  0.242
H (-2.05, -1.01, 0.01)  0.286
C (1.22, 0.06, -0.16)  -0.541
C (0.01, -0.72, -0.57)  -0.604
N (-1.91, 2.12, -0.09)  -0.432
H (1.03, 1.19, -0.40)  0.318
H (-0.17, -0.56, -1.63)  0.305
C (-1.21, -0.37, 0.27)  -0.373
H (0.22, -1.79, -0.42)  0.308

Summary:
Energy = -286.5684 Ha
2S+1 = 1
SMILES = N#CCCCO
Energy relative to the best compared isomer or geometry (same formula, charge and spin) = 39.7 kcal per mole
HOMO-LUMO gap = 11.5 eV
Strongest force on any atom = 3.0 eV/Å

---

| no. | lowest unoccupied orbital energy (hartree) |
| --- | --- |
| 1 | 0.034 |
| 2 | 0.033 |
| 3 | 0.029 |